Computed, not measured: a single C29H40N4O7 molecule, with ωB97M-V/def2-TZVPD.

Results
Calculated total energy   -1874.84038 Ha
LUMO level   -0.249 eV
HOMO-LUMO gap   7.65 eV
SMILES string   CN(C)c1cc(CNCC(C)(C)C)c(O)c2c1C[C@H]1C[C@H]3[C@H](N(C)C)C(O)=C(C(N)=O)C(=O)[C@@]3(O)C(O)=C1C2=O
HOMO   -7.90 eV

```
80
Properties=species:S:1:pos:R:3:forces:R:3
C 2.339 3.707 -1.250 0.05 0.03 0.03
N 2.924 2.383 -1.168 0.13 0.04 0.04
C 4.355 2.418 -1.373 -0.03 0.01 0.14
C 2.218 1.386 -1.884 -0.16 -0.23 0.01
C 2.665 0.891 -3.111 -0.30 0.02 0.18
C 1.973 -0.080 -3.804 -0.23 -0.17 -0.09
C 2.449 -0.572 -5.146 -0.14 -0.15 -0.09
N 3.876 -0.372 -5.320 0.06 -0.03 -0.35
C 4.673 -1.327 -4.570 0.23 -0.02 0.00
C 6.183 -1.062 -4.699 -0.02 -0.03 0.11
C 6.924 -2.051 -3.796 -0.19 0.15 -0.18
C 6.492 0.369 -4.257 -0.04 -0.20 -0.13
C 6.646 -1.263 -6.144 -0.15 0.03 0.25
C 0.774 -0.579 -3.278 0.18 0.26 0.28
O 0.092 -1.485 -3.996 -0.13 -0.09 -0.02
C 0.337 -0.134 -2.013 0.14 -0.10 -0.45
C 1.062 0.853 -1.323 0.08 0.10 -0.07
C 0.562 1.318 0.012 0.06 -0.29 0.16
C -0.004 0.139 0.801 -0.08 0.32 0.09
C -0.496 0.576 2.180 0.09 -0.37 -0.21
C -1.320 -0.521 2.857 -0.22 0.13 0.06
C -1.637 -0.158 4.333 0.01 -0.23 0.16
N -1.380 -1.180 5.327 0.09 0.07 -0.02
C 0.022 -1.464 5.525 -0.09 0.07 -0.02
C -2.170 -2.384 5.197 0.00 0.00 0.07
C -3.028 0.401 4.534 -0.08 0.29 -0.23
O -3.359 0.581 5.778 -0.20 0.11 0.13
C -3.816 0.837 3.489 -0.34 0.32 0.42
C -5.031 1.619 3.815 0.30 -0.08 -0.25
N -5.680 2.181 2.793 -0.30 0.17 -0.25
O -5.417 1.753 4.984 -0.06 0.01 0.45
C -3.486 0.510 2.125 0.24 -0.34 0.01
O -3.927 1.064 1.130 0.08 -0.11 -0.06
C -2.581 -0.742 2.019 0.12 0.14 -0.33
O -3.323 -1.835 2.518 0.02 -0.18 -0.07
C -2.238 -0.969 0.563 0.17 0.08 -0.21
O -3.183 -1.629 -0.097 0.06 0.11 -0.03
C -1.093 -0.511 -0.006 -0.23 -0.17 0.09
C -0.867 -0.709 -1.423 -0.12 0.00 0.27
O -1.675 -1.376 -2.115 -0.04 -0.04 -0.07
H 2.743 4.325 -0.446 -0.04 0.09 0.00
H 1.260 3.646 -1.139 -0.06 0.06 0.03
H 2.561 4.198 -2.209 -0.03 0.02 -0.03
H 4.799 3.001 -0.565 0.09 0.01 -0.04
H 4.748 1.404 -1.327 0.09 -0.01 -0.02
H 4.653 2.877 -2.326 0.02 -0.02 -0.06
H 3.565 1.272 -3.563 0.19 0.05 -0.05
H 1.926 -0.005 -5.924 0.01 -0.12 -0.01
H 2.150 -1.629 -5.253 0.04 0.17 -0.04
H 4.101 -0.453 -6.306 -0.07 0.06 0.11
H 4.463 -2.368 -4.877 0.01 0.06 0.07
H 4.384 -1.233 -3.519 0.06 -0.08 0.03
H 6.733 -3.075 -4.110 0.00 -0.16 -0.01
H 6.602 -1.944 -2.763 -0.02 0.00 0.15
H 7.997 -1.874 -3.841 0.14 0.00 0.01
H 5.908 1.072 -4.843 -0.02 0.14 -0.01
H 7.549 0.589 -4.393 0.15 0.04 0.02
H 6.245 0.503 -3.206 -0.04 0.07 0.18
H 7.731 -1.195 -6.202 0.12 0.03 -0.05
H 6.230 -0.500 -6.798 -0.02 0.09 -0.15
H 6.346 -2.242 -6.512 -0.02 -0.13 -0.08
H -0.744 -1.676 -3.510 0.16 0.09 -0.09
H 1.383 1.784 0.558 -0.01 0.05 -0.01
H -0.230 2.062 -0.122 -0.02 0.06 0.05
H 0.800 -0.599 0.933 0.02 0.08 0.04
H 0.367 0.828 2.799 -0.03 0.06 0.05
H -1.113 1.472 2.080 0.04 0.14 0.01
H -0.753 -1.456 2.852 -0.02 -0.02 0.01
H -0.978 0.679 4.611 -0.12 -0.04 -0.08
H 0.560 -0.535 5.708 0.09 0.04 0.02
H 0.494 -1.982 4.676 0.04 -0.04 -0.02
H 0.121 -2.098 6.405 0.09 -0.04 0.01
H -1.860 -3.019 4.357 -0.02 -0.03 -0.03
H -2.076 -2.955 6.120 -0.02 -0.06 0.02
H -3.213 -2.118 5.053 -0.09 -0.09 0.01
H -4.270 1.046 5.785 0.24 -0.10 -0.26
H -6.522 2.699 2.978 0.05 -0.06 0.09
H -5.341 2.039 1.848 0.01 0.04 0.12
H -3.879 -2.157 1.794 0.01 0.00 0.04
H -2.876 -1.689 -1.048 0.03 -0.04 0.20
```
Positions in Å, forces in eV/Å.